Entry 1:
{
  "formula": "C3N2O2",
  "method": "the ωB97M-V functional and the def2-TZVPD basis",
  "elements": ["C", "C", "C", "N", "N", "O", "O"],
  "xyz": [[0.486, -1.349, 0.084], [1.310, 1.551, 0.481], [-1.505, -0.081, 0.053], [1.164, -2.262, -0.010], [-0.345, -0.360, 0.202], [1.475, 2.234, -0.397], [-2.559, 0.379, -0.046]],
  "total_energy_ha": -374.275661,
  "e_homo_ev": -11.4,
  "relative_energy_ev": 0.818
}

Entry 2:
{
  "formula": "C3N3O2",
  "method": "the ωB97M-V functional and the def2-TZVPD basis",
  "elements": ["N", "C", "N", "C", "O", "O", "C", "N"],
  "xyz": [[0.711, -2.281, -1.790], [0.440, -1.300, -1.239], [0.282, -0.272, -0.474], [-0.759, 0.486, -0.355], [-1.759, 0.730, -0.976], [-0.574, 1.242, 0.914], [0.400, 0.817, 1.597], [1.259, 0.578, 2.322]],
  "total_energy_ha": -429.134676,
  "e_homo_ev": -5.4,
  "smiles": "N#C/N=C(\\[O-])OC#N",
  "total_charge": -1,
  "relative_energy_ev": 0.540
}

Entry 3:
{
  "formula": "C3O2",
  "method": "the ωB97M-V functional and the def2-TZVPD basis",
  "elements": ["O", "C", "C", "C", "O"],
  "xyz": [[-1.411, 2.166, 0.150], [-0.750, 1.110, 0.119], [0.011, -0.074, -0.003], [0.687, -1.124, -0.095], [1.333, -2.106, -0.178]],
  "total_energy_ha": -264.719609,
  "e_homo_ev": -10.5,
  "smiles": "O=C=C=C=O",
  "relative_energy_ev": 0.742
}

Entry 4:
{
  "formula": "C3O6",
  "method": "the ωB97M-V functional and the def2-TZVPD basis",
  "elements": ["O", "C", "O", "C", "C", "O", "O", "O", "O"],
  "xyz": [[-1.587, 1.528, 0.403], [-1.469, 0.313, 0.191], [-2.376, -0.532, 0.338], [-0.037, -0.236, -0.209], [1.400, 0.311, 0.309], [2.354, 0.342, -0.567], [1.590, 0.678, 1.466], [0.073, -1.641, -0.411], [0.053, -0.763, -1.521]],
  "total_energy_ha": -565.656308,
  "e_homo_ev": -0.5,
  "smiles": "O=C([O-])C1(C(=O)[O-])OO1",
  "total_charge": -2,
  "relative_energy_ev": 0.000
}

Entry 5:
{
  "formula": "C3OS4",
  "method": "the ωB97M-V functional and the def2-TZVPD basis",
  "elements": ["S", "C", "O", "C", "S", "C", "S", "S"],
  "xyz": [[-1.272, 2.778, 0.445], [-0.529, 1.368, 0.221], [-1.187, 0.190, 0.207], [-0.417, -0.933, -0.057], [-1.087, -2.369, -0.119], [1.049, -0.567, -0.196], [2.239, -1.631, -0.435], [1.205, 1.164, -0.064]],
  "total_energy_ha": -1782.268886,
  "e_homo_ev": -9.4,
  "smiles": "S=C1OC(=S)C(=S)S1",
  "relative_energy_ev": 0.021
}

Entry 6:
{
  "formula": "C40H102BN6O26",
  "method": "the ωB97M-V functional and the def2-TZVPD basis",
  "elements": ["O", "C", "O", "B", "O", "C", "O", "O", "C", "O", "C", "O", "O", "C", "C", "C", "O", "C", "N", "H", "H", "H", "H", "H", "H", "H", "H", "H", "H", "H", "C", "C", "C", "O", "C", "N", "H", "H", "H", "H", "H", "H", "H", "H", "H", "H", "H", "C", "C", "C", "O", "C", "N", "H", "H", "H", "H", "H", "H", "H", "H", "H", "H", "H", "C", "C", "C", "O", "C", "N", "H", "H", "H", "H", "H", "H", "H", "H", "H", "H", "H", "C", "C", "C", "O", "C", "N", "H", "H", "H", "H", "H", "H", "H", "H", "H", "H", "H", "C", "C", "C", "O", "C", "N", "H", "H", "H", "H", "H", "H", "H", "H", "H", "H", "H", "C", "C", "O", "O", "H", "H", "H", "H", "H", "H", "C", "C", "O", "O", "H", "H", "H", "H", "H", "H", "C", "C", "O", "O", "H", "H", "H", "H", "H", "H", "C", "C", "O", "O", "H", "H", "H", "H", "H", "H", "C", "C", "O", "O", "H", "H", "H", "H", "H", "H", "C", "C", "O", "O", "H", "H", "H", "H", "H", "H"],
  "xyz": [[1.741, 0.728, 2.171], [1.202, 0.539, 1.082], [-0.056, 0.247, 0.841], [-0.260, 0.151, -0.624], [0.989, 0.674, -1.273], [1.880, 0.803, -0.311], [3.064, 1.116, -0.457], [-1.511, 0.854, -1.014], [-2.280, 0.102, -1.744], [-3.279, 0.491, -2.377], [-1.623, -1.320, -1.733], [-0.547, -1.226, -0.979], [-1.840, -2.299, -2.473], [1.627, -2.050, 6.407], [1.215, -2.572, 5.038], [-0.223, -2.090, 4.669], [-0.705, -2.800, 3.573], [-2.045, -2.522, 3.143], [2.140, -2.175, 4.089], [0.905, -2.238, 7.203], [1.884, -0.991, 6.381], [2.566, -2.570, 6.597], [1.163, -3.661, 5.040], [-0.048, -1.057, 4.369], [-0.984, -2.150, 5.448], [-2.483, -3.435, 2.739], [-2.049, -1.704, 2.423], [-2.626, -2.126, 3.976], [3.091, -2.057, 4.411], [1.912, -1.248, 3.760], [-5.001, 3.932, 1.704], [-4.471, 2.601, 1.109], [-5.165, 1.501, 1.818], [-4.488, 0.991, 3.027], [-5.139, -0.047, 3.700], [-5.043, 2.620, -0.237], [-4.609, 3.902, 2.721], [-6.085, 4.035, 1.763], [-4.524, 4.844, 1.346], [-3.385, 2.505, 1.109], [-5.193, 0.611, 1.189], [-6.226, 1.700, 1.970], [-5.910, 0.335, 4.369], [-4.423, -0.622, 4.288], [-5.513, -0.809, 3.016], [-4.710, 3.416, -0.763], [-4.688, 1.789, -0.689], [0.512, 3.922, -0.518], [-0.448, 5.051, -0.238], [-0.574, 5.280, 1.255], [-1.830, 5.959, 1.371], [-2.069, 6.477, 2.684], [0.207, 6.199, -0.963], [1.510, 3.975, -0.083], [0.710, 3.790, -1.582], [0.059, 3.002, -0.148], [-1.424, 4.843, -0.676], [0.278, 5.865, 1.602], [-0.723, 4.297, 1.701], [-2.259, 5.664, 3.385], [-2.945, 7.121, 2.751], [-1.250, 7.103, 3.039], [-0.420, 6.971, -0.787], [0.083, 5.998, -1.945], [4.048, -2.370, 0.884], [5.268, -1.525, 1.090], [6.549, -2.312, 1.413], [6.475, -2.875, 2.721], [7.634, -3.666, 2.979], [5.361, -0.800, -0.157], [3.775, -2.894, 1.800], [4.203, -3.055, 0.051], [3.121, -1.853, 0.635], [5.034, -0.821, 1.888], [7.425, -1.665, 1.364], [6.708, -3.078, 0.654], [7.589, -3.990, 4.019], [8.566, -3.157, 2.732], [7.670, -4.544, 2.335], [6.209, -0.282, 0.021], [4.641, -0.094, -0.223], [-7.571, -4.009, -4.328], [-6.335, -4.654, -3.880], [-5.121, -3.726, -3.688], [-4.844, -2.948, -4.837], [-3.677, -2.168, -4.784], [-6.619, -5.389, -2.677], [-7.980, -3.393, -3.527], [-8.339, -4.764, -4.495], [-7.442, -3.459, -5.259], [-6.109, -5.341, -4.695], [-4.225, -4.343, -3.633], [-5.179, -3.092, -2.803], [-3.653, -1.438, -3.975], [-3.650, -1.525, -5.663], [-2.820, -2.826, -4.931], [-6.921, -4.711, -1.992], [-7.399, -5.984, -2.916], [2.600, -1.777, -3.087], [1.866, -1.075, -4.214], [2.678, -0.830, -5.513], [3.867, -0.235, -5.212], [4.593, 0.010, -6.458], [0.612, -1.830, -4.439], [1.931, -2.177, -2.325], [3.319, -1.139, -2.573], [3.199, -2.610, -3.454], [1.654, -0.086, -3.809], [2.110, -0.145, -6.143], [2.809, -1.770, -6.049], [4.548, -0.888, -7.074], [5.642, 0.156, -6.203], [4.243, 0.895, -6.988], [0.831, -2.624, -5.023], [0.265, -2.125, -3.538], [6.502, 2.316, -1.231], [7.181, 3.695, -1.359], [7.132, 4.137, -2.738], [6.531, 1.839, 0.136], [6.974, 1.613, -1.917], [5.441, 2.345, -1.481], [8.181, 3.563, -0.947], [6.681, 4.423, -0.721], [6.287, 4.578, -2.858], [5.949, 2.387, 0.669], [-0.405, 2.785, 4.585], [-1.438, 2.003, 3.836], [-2.707, 2.500, 4.219], [-0.589, 2.515, 5.987], [-0.459, 3.826, 4.266], [0.587, 2.402, 4.347], [-1.446, 0.975, 4.199], [-1.200, 1.854, 2.783], [-3.331, 2.006, 3.682], [-1.510, 2.767, 6.082], [-2.680, -5.413, -1.326], [-3.277, -6.803, -1.670], [-4.540, -6.952, -1.072], [-2.301, -5.262, 0.049], [-3.362, -4.585, -1.521], [-1.800, -5.357, -1.967], [-2.633, -7.632, -1.376], [-3.535, -6.875, -2.727], [-5.136, -6.287, -1.425], [-3.047, -4.760, 0.384], [1.100, -4.195, -0.372], [0.664, -3.567, 0.971], [1.290, -4.157, 2.075], [0.965, -5.568, -0.207], [2.152, -4.066, -0.629], [0.402, -3.848, -1.134], [-0.415, -3.722, 0.995], [0.754, -2.481, 0.991], [1.369, -3.447, 2.716], [1.205, -5.915, -1.070], [-2.551, 3.494, -3.363], [-1.773, 4.471, -4.165], [-1.387, 5.665, -3.379], [-3.810, 4.024, -3.058], [-2.032, 3.110, -2.485], [-2.617, 2.530, -3.867], [-2.377, 4.734, -5.033], [-0.851, 3.971, -4.463], [-2.220, 6.133, -3.289], [-4.442, 3.547, -3.602], [3.761, 2.948, 2.128], [3.341, 3.837, 3.319], [2.835, 5.102, 2.874], [4.848, 3.565, 1.508], [2.946, 2.836, 1.413], [4.063, 1.935, 2.395], [4.012, 3.817, 4.178], [2.548, 3.269, 3.805], [2.665, 5.632, 3.656], [4.677, 4.510, 1.520]],
  "total_energy_ha": -3894.918640,
  "e_homo_ev": -6.4,
  "total_charge": -1,
  "relative_energy_ev": 0.414
}

Entry 7:
{
  "formula": "C40H104AsF6N6O6",
  "method": "the ωB97M-V functional and the def2-TZVPD basis",
  "elements": ["C", "C", "N", "C", "C", "C", "C", "C", "O", "C", "H", "H", "H", "H", "H", "H", "H", "H", "H", "H", "H", "H", "H", "H", "H", "H", "H", "H", "H", "H", "C", "C", "N", "C", "C", "C", "C", "C", "O", "C", "H", "H", "H", "H", "H", "H", "H", "H", "H", "H", "H", "H", "H", "H", "H", "H", "H", "H", "H", "H", "C", "C", "N", "C", "C", "C", "C", "C", "O", "C", "H", "H", "H", "H", "H", "H", "H", "H", "H", "H", "H", "H", "H", "H", "H", "H", "H", "H", "H", "H", "C", "C", "N", "C", "C", "C", "C", "C", "O", "C", "H", "H", "H", "H", "H", "H", "H", "H", "H", "H", "H", "H", "H", "H", "H", "H", "H", "H", "H", "H", "C", "C", "C", "O", "C", "N", "H", "H", "H", "H", "H", "H", "H", "H", "H", "H", "H", "H", "C", "C", "C", "O", "C", "N", "H", "H", "H", "H", "H", "H", "H", "H", "H", "H", "H", "H", "As", "F", "F", "F", "F", "F", "F"],
  "xyz": [[-5.813, -4.867, 2.425], [-6.403, -4.360, 1.075], [-6.382, -5.398, -0.101], [-7.195, -4.793, -1.288], [-4.898, -5.566, -0.612], [-4.647, -6.460, -1.832], [-7.050, -6.779, 0.239], [-8.538, -6.756, 0.432], [-8.961, -5.918, 1.527], [-10.365, -5.953, 1.647], [-5.962, -4.156, 3.238], [-4.786, -5.212, 2.309], [-6.396, -5.696, 2.826], [-5.847, -3.479, 0.757], [-7.423, -3.977, 1.043], [-6.674, -3.885, -1.593], [-8.195, -4.440, -1.035], [-7.278, -5.410, -2.182], [-4.394, -5.940, 0.280], [-4.571, -4.560, -0.875], [-5.030, -5.987, -2.736], [-4.943, -7.494, -1.657], [-3.604, -6.589, -2.122], [-6.633, -7.188, 1.160], [-6.854, -7.480, -0.572], [-8.896, -7.765, 0.639], [-9.003, -6.572, -0.536], [-10.836, -5.070, 1.215], [-10.506, -5.659, 2.687], [-10.915, -6.885, 1.514], [1.864, 4.477, 2.690], [1.620, 3.901, 1.251], [0.377, 2.945, 1.108], [-0.966, 3.724, 1.402], [0.328, 2.366, -0.375], [-0.217, 3.386, -1.471], [0.398, 1.795, 2.095], [1.587, 0.790, 1.917], [2.846, 1.460, 2.166], [3.894, 0.866, 1.471], [2.780, 5.068, 2.664], [1.966, 3.674, 3.421], [1.059, 5.098, 3.082], [2.479, 3.350, 0.869], [1.497, 4.752, 0.581], [-1.059, 3.852, 2.481], [-1.803, 3.109, 1.070], [-1.060, 4.738, 1.015], [-0.327, 1.495, -0.331], [1.319, 1.995, -0.636], [-0.017, 3.014, -2.476], [0.093, 4.431, -1.455], [-1.295, 3.543, -1.433], [-0.555, 1.285, 1.959], [0.361, 2.161, 3.121], [1.470, 0.258, 0.973], [1.469, -0.121, 2.504], [4.301, -0.042, 1.918], [4.745, 1.547, 1.462], [3.667, 0.670, 0.424], [-8.027, -3.460, -4.654], [-7.267, -4.658, -5.299], [-6.377, -4.294, -6.539], [-7.189, -3.757, -7.708], [-5.321, -3.191, -6.099], [-4.577, -3.516, -4.728], [-5.646, -5.726, -6.860], [-4.264, -5.594, -7.533], [-4.290, -4.805, -8.739], [-3.018, -4.400, -9.094], [-7.381, -2.674, -4.262], [-8.562, -3.934, -3.832], [-8.828, -3.012, -5.242], [-7.988, -5.355, -5.725], [-6.628, -5.185, -4.590], [-7.978, -4.506, -7.776], [-6.648, -3.856, -8.649], [-7.583, -2.793, -7.389], [-5.988, -2.340, -5.966], [-4.730, -3.051, -7.004], [-5.055, -3.850, -3.807], [-3.981, -2.645, -4.458], [-3.857, -4.308, -4.937], [-6.346, -6.208, -7.541], [-5.661, -6.311, -5.939], [-3.941, -6.611, -7.753], [-3.503, -5.315, -6.804], [-3.238, -3.527, -9.708], [-2.508, -5.220, -9.599], [-2.422, -4.075, -8.241], [-6.929, 0.564, -4.661], [-5.499, 0.869, -3.995], [-4.927, 2.341, -4.222], [-6.125, 3.368, -4.017], [-3.801, 2.642, -3.155], [-4.291, 2.797, -1.630], [-4.212, 2.347, -5.594], [-4.063, 3.746, -6.269], [-5.372, 4.173, -6.647], [-5.371, 5.230, -7.639], [-7.746, 1.263, -4.484], [-7.218, -0.458, -4.417], [-6.652, 0.476, -5.711], [-4.773, 0.260, -4.534], [-5.602, 0.576, -2.951], [-5.647, 4.348, -4.023], [-6.691, 3.147, -3.112], [-6.791, 3.279, -4.876], [-3.186, 3.463, -3.524], [-3.063, 1.840, -3.142], [-4.784, 1.845, -1.429], [-4.957, 3.656, -1.552], [-3.396, 2.827, -1.008], [-4.715, 1.662, -6.277], [-3.205, 1.944, -5.484], [-3.563, 3.688, -7.236], [-3.600, 4.420, -5.548], [-4.782, 5.145, -8.552], [-5.176, 6.212, -7.207], [-6.377, 5.408, -8.019], [-6.553, 0.389, 1.802], [-5.566, 0.062, 2.889], [-5.619, -1.440, 3.062], [-4.578, -1.939, 3.914], [-4.891, -1.597, 5.285], [-4.182, 0.402, 2.296], [-3.907, -0.311, 1.635], [-4.178, 1.343, 1.930], [-3.547, 0.438, 3.081], [-6.689, 1.470, 1.772], [-7.573, 0.079, 2.029], [-6.371, -0.134, 0.864], [-5.695, 0.701, 3.763], [-5.420, -2.013, 2.157], [-6.598, -1.717, 3.455], [-4.389, -0.698, 5.643], [-4.367, -2.261, 5.972], [-5.935, -1.577, 5.597], [1.016, -4.048, -3.927], [0.156, -3.934, -2.620], [-0.154, -5.344, -2.058], [-0.626, -5.210, -0.753], [-0.988, -6.523, -0.261], [0.847, -2.964, -1.658], [0.084, -2.629, -1.087], [1.500, -3.468, -1.076], [1.342, -2.165, -2.028], [1.965, -4.552, -3.745], [1.204, -3.125, -4.475], [0.503, -4.748, -4.587], [-0.867, -3.581, -2.746], [0.750, -5.954, -2.049], [-0.832, -5.835, -2.756], [-1.537, -6.499, 0.681], [-0.083, -7.105, -0.093], [-1.614, -7.051, -0.981], [-2.631, -1.004, -0.911], [-1.242, -0.648, -2.033], [-2.496, 0.519, 0.051], [-3.893, -1.522, 0.248], [-2.993, -2.555, -1.791], [-1.500, -1.812, 0.180], [-3.704, -0.109, -1.997]],
  "total_energy_ha": -5199.505398,
  "e_homo_ev": -19.0,
  "total_charge": 5,
  "relative_energy_ev": 6.392
}

| no. | HOMO-LUMO gap (eV) |
| --- | --- |
| 1 | 11.670 |
| 2 | 9.329 |
| 3 | 9.976 |
| 4 | 7.563 |
| 5 | 7.004 |
| 6 | 8.386 |
| 7 | 8.282 |